Record 1
This record from the OMol25 dataset describes C26H44GdN3O4PS as an isolated structure. The level of theory is ωB97M-V with the def2-TZVPD basis set.

Structure (XYZ):
```
80
Properties=species:S:1:pos:R:3:forces:R:3
Gd -10.77616 3.35512 14.49494 -0.001 1.784 0.540
C -8.82601 4.12124 16.35889 -1.423 -0.429 -0.077
C -9.34895 5.32512 15.76085 0.507 -0.994 0.351
C -10.70676 5.46998 16.19696 -0.920 -1.112 0.626
C -11.03279 4.34408 17.02795 0.166 0.286 0.118
C -9.87572 3.50709 17.14284 0.603 1.449 -0.913
C -9.73124 2.27968 17.98789 0.122 0.113 0.296
C -12.31994 4.13718 17.80898 0.345 0.618 0.461
C -11.59905 6.64718 15.95375 -0.466 0.451 0.053
C -8.53760 6.35549 15.03250 0.318 0.044 0.103
C -7.43213 3.60221 16.19170 0.256 -0.089 0.617
H -9.07522 2.47853 18.86110 -0.245 -0.160 -0.497
H -9.29871 1.45836 17.40081 -0.117 0.022 0.323
H -10.70449 1.98256 18.39832 0.228 -0.098 -0.178
H -13.17408 4.63082 17.34681 0.069 0.103 -0.103
H -12.22183 4.55930 18.84723 -0.082 -0.465 -0.843
H -12.59472 3.08400 17.88645 0.121 -0.053 0.086
H -11.62608 7.34378 16.82619 0.082 -0.503 -0.522
H -12.65327 6.35898 15.74425 0.633 0.050 0.158
H -11.24084 7.22341 15.09324 -0.148 -0.023 0.143
H -7.87565 6.91585 15.72946 -0.421 -0.324 -0.287
H -9.18794 7.07641 14.54365 0.017 0.120 -0.043
H -7.87804 5.93004 14.26288 -0.172 -0.084 0.229
H -6.74353 4.26649 16.75814 -0.126 -0.417 -0.484
H -7.13649 3.56556 15.13152 0.058 -0.022 0.389
H -7.34519 2.58992 16.64807 0.039 0.637 -0.455
C -10.67725 1.03542 9.44085 0.097 -0.968 0.552
C -10.49290 0.88940 10.95469 0.366 0.566 0.164
C -9.07669 0.54248 11.39265 0.171 -0.645 -0.370
C -11.41656 -0.09396 11.64758 -0.777 -0.191 -0.778
O -10.90796 2.20616 11.44812 0.233 1.040 0.633
P -10.06253 3.52852 11.77565 -0.484 -0.962 2.336
O -9.09277 3.20468 12.96590 -0.704 0.258 -1.656
O -11.10961 4.48514 12.38043 0.369 -0.433 -0.400
O -9.43946 3.99356 10.47045 1.313 0.857 -1.598
C -8.37267 5.11106 10.21014 -1.030 -0.381 0.244
C -8.40312 5.37818 8.70455 0.241 -0.622 0.195
C -8.85909 6.33446 10.96369 0.474 0.475 0.374
C -7.07073 4.57593 10.76435 -0.073 0.692 -0.444
H -10.46496 0.07384 8.95956 0.186 0.279 -0.138
H -10.02960 1.83877 9.08159 -0.090 -0.251 -0.128
H -11.72111 1.26599 9.24367 -0.037 0.180 -0.066
H -8.91620 -0.51047 11.06254 0.158 0.745 0.216
H -8.96113 0.57824 12.48712 -0.087 0.057 -0.435
H -8.32568 1.18250 10.92400 0.001 -0.048 0.075
H -11.15665 -1.11522 11.29717 -0.191 0.516 0.477
H -12.45755 0.11018 11.33603 0.342 -0.135 0.270
H -11.33908 0.01065 12.74193 0.072 -0.223 -0.451
H -9.41521 5.62421 8.37267 0.141 -0.127 0.043
H -8.00037 4.52806 8.13571 -0.325 0.136 0.160
H -7.75531 6.22801 8.47873 -0.046 0.002 0.161
H -9.91459 6.52210 10.78746 -0.085 -0.065 -0.062
H -8.30281 7.22577 10.61158 -0.179 -0.478 0.248
H -8.69547 6.22504 12.05060 -0.118 0.067 -0.439
H -6.71509 3.70751 10.20803 -0.100 -0.035 0.174
H -7.19984 4.37382 11.83132 0.264 -0.107 -0.216
H -6.35474 5.39500 10.60858 0.102 -0.289 0.253
C -13.34373 -0.25009 17.74354 0.409 -0.191 0.008
N -13.49341 0.22505 16.35249 -0.706 -0.300 -0.409
C -14.88341 0.26998 15.79863 0.854 -0.106 -0.277
C -12.45288 0.64256 15.66676 1.194 2.228 0.735
N -11.50058 1.24068 15.28171 -2.203 -2.591 0.580
H -13.77754 0.45116 18.48885 0.252 -0.257 -0.665
H -12.26610 -0.36778 17.91136 -0.356 0.017 0.262
H -13.82940 -1.23677 17.85524 0.208 0.480 -0.133
H -15.48872 0.99535 16.33789 0.100 -0.049 0.232
H -15.32774 -0.73105 15.84311 0.122 0.258 0.036
H -14.82323 0.60863 14.76713 -0.046 -0.089 -0.048
S -13.82993 3.64150 14.37995 0.951 -0.532 0.342
C -14.34034 4.99209 13.50933 0.455 0.675 -1.144
N -13.71885 5.41313 12.32707 -0.893 -0.014 0.894
C -14.30740 6.32624 11.49318 0.535 -0.646 0.820
C -15.45506 6.94454 11.89528 -0.201 1.032 -0.981
C -16.02323 6.68983 13.14551 0.279 -0.700 0.642
C -15.47938 5.69888 13.94740 -0.426 0.426 -0.678
H -12.75418 5.05662 12.14425 -0.479 -0.195 -0.017
H -13.80533 6.50207 10.53920 -0.162 0.048 0.437
H -15.89063 7.70282 11.23654 0.126 -0.396 0.262
H -16.89636 7.24654 13.47914 0.151 -0.133 -0.125
H -15.93902 5.37872 14.88175 0.191 0.225 -0.256
```
Positions in Å, forces in eV/Å.

Computed properties:
- HOMO level (alpha / beta) (eV) = -9.99 / -9.93
- multiplicity = 8
- frontier orbital gap (alpha / beta) (eV) = 7.49 / 5.27
- total charge = +1
- relative energy (zero: lowest compared OMol25 entry of this formula, charge and spin) (kcal per mole) = 0.0

Record 2
This record from the OMol25 dataset describes one molecule with the formula C5H8N2. The level of theory is ωB97M-V with the def2-TZVPD basis set.

Structure (XYZ):
```
15
Properties=species:S:1:pos:R:3:forces:R:3
C -1.27382 -1.22529 0.50090 -0.108 -0.160 0.029
N -0.13143 -0.56223 -0.10160 0.144 0.071 0.136
C 1.15297 -1.05040 -0.01814 0.137 -0.058 0.199
C 2.01498 0.00671 0.02273 0.050 -0.075 0.043
C 1.23600 1.21110 -0.04669 -0.073 0.013 -0.120
C -0.07151 0.81186 -0.13339 0.062 -0.212 -0.110
N -1.32039 1.38541 -0.43952 0.112 0.190 -0.034
H -2.19091 -0.71236 0.20871 0.170 -0.179 0.011
H -1.31483 -2.26967 0.18860 0.022 0.076 0.027
H -1.18404 -1.16513 1.59179 -0.095 -0.160 -0.096
H 1.31402 -2.11869 -0.00215 0.108 0.134 0.107
H 3.09274 -0.06516 0.06044 -0.114 0.056 -0.024
H 1.61225 2.22540 -0.10876 -0.112 -0.202 -0.036
H -1.37839 2.39104 -0.39967 0.237 -0.006 -0.071
H -1.50699 1.03747 -1.37298 -0.540 0.512 -0.060
```
Positions in Å, forces in eV/Å.

Computed properties:
- structure (SMILES) = Cn1cccc1N
- HOMO level (eV) = -7.65
- multiplicity = 1
- frontier orbital gap (eV) = 8.69
- relative energy (zero: lowest compared OMol25 entry of this formula, charge and spin) (kcal per mole) = 15.5

Record 3
This record from the OMol25 dataset describes C4H10NOS2 as an isolated structure. The level of theory is ωB97M-V with the def2-TZVPD basis set.

Structure (XYZ):
```
18
Properties=species:S:1:pos:R:3:forces:R:3
C -2.97080 -0.49310 -0.61293 1.943 -0.532 3.080
C -1.75139 0.40466 -0.43532 -0.780 0.892 -0.021
C -0.79821 -0.16753 0.58912 1.920 2.876 -0.706
C 0.54759 1.18941 0.75665 -4.637 -2.618 0.276
N 1.67162 0.67312 0.56311 -0.244 1.081 0.476
O 2.80955 1.22800 0.47069 1.294 0.775 -0.092
S -0.02297 -1.55487 -0.01371 1.194 -2.306 -0.365
S 4.89560 -0.77843 -0.46984 2.059 -0.259 -0.754
H -2.52126 -1.47614 -0.56398 -0.247 -0.576 -0.845
H -3.39279 -0.23290 -1.51179 -1.783 0.165 -1.822
H -3.55181 -0.48161 0.30752 -0.832 0.391 -0.285
H -2.07367 1.42167 -0.12676 0.111 -0.198 -0.302
H -1.36235 0.42318 -1.46254 0.801 0.394 0.546
H -1.32232 -0.41647 1.50307 0.092 0.732 0.642
H 0.14700 2.18852 0.87988 0.963 0.143 -0.102
H 1.59935 -0.35417 0.50008 -0.018 -0.974 -0.438
H 4.08120 -1.73855 -0.16485 -0.854 -0.937 0.292
H 4.01565 0.16522 -0.20842 -0.981 0.952 0.420
```
Positions in Å, forces in eV/Å.

Computed properties:
- HOMO level (eV) = -3.52
- multiplicity = 1
- frontier orbital gap (eV) = 7.14
- total charge = -1
- relative energy (zero: lowest compared OMol25 entry of this formula, charge and spin) (kcal per mole) = 50.5

Record 4
This record from the OMol25 dataset describes a 2-piece molecular cluster, C3H13N3O overall. The level of theory is ωB97M-V with the def2-TZVPD basis set.

Structure (XYZ):
```
20
Properties=species:S:1:pos:R:3:forces:R:3
C -0.72142 -0.21978 -1.18605 -0.016 0.602 0.215
N 0.07941 0.95869 -1.35332 0.536 -1.093 0.357
C 1.49289 0.97911 -1.11704 0.684 0.227 0.142
N 2.05772 2.27068 -0.85282 -0.706 -0.019 -0.719
C -0.71686 -0.69662 0.31171 -0.450 0.138 0.738
N -1.06994 0.29049 1.32519 0.630 -0.080 -0.559
H -1.73901 0.07701 -1.40566 -0.232 -0.135 -0.273
H -0.38874 -1.02343 -1.84015 0.101 -0.022 0.039
H -0.36854 1.81847 -1.11809 -0.552 0.800 -0.136
H 1.65297 0.35273 -0.22280 -0.219 -0.193 0.125
H 2.02336 0.42640 -1.89556 0.023 0.064 -0.205
H 1.32234 2.93555 -0.62728 0.303 0.106 0.423
H 2.52995 2.65483 -1.66283 0.196 -0.088 0.013
H 0.25252 -1.11037 0.58863 -0.024 -0.161 -0.228
H -1.45825 -1.50158 0.32815 0.105 -0.011 -0.230
H -0.24577 0.59307 1.82181 -0.008 0.122 0.199
H -1.56035 1.11759 1.01034 -0.359 -0.242 0.022
H -1.41752 -2.95268 2.05805 -0.349 -0.187 0.019
H -0.46078 -3.32283 3.12911 0.052 -0.294 0.332
O -1.26398 -3.64732 2.70860 0.285 0.465 -0.275
```
Positions in Å, forces in eV/Å.

Computed properties:
- HOMO level (alpha / beta) (eV) = -14.06 / -14.04
- multiplicity = 2
- frontier orbital gap (alpha / beta) (eV) = 10.71 / 5.98
- total charge = +1
- relative energy (zero: lowest compared OMol25 entry of this formula, charge and spin) (kcal per mole) = 2.2